Entry 1:
17
Properties=species:S:1:pos:R:3:lowdin_charge:R:1 method="wB97M-V/def2-TZVPD" total_charge=-1 energy_ev=-11709.2707 relative_energy_kj_mol=103.5 lumo_ev="2.70 / 2.70" gap_ev="2.796 / 2.802" e_homo_ev="-0.1 / -0.1"
C 1.993 0.064 -1.306 -0.36
Mg 0.327 1.079 -0.930 -0.20
N 0.076 2.072 0.971 -0.07
H -0.387 2.058 -2.280 -0.17
H -0.827 1.730 1.260 -0.02
H 1.701 1.723 -0.575 -0.05
H 2.484 0.315 -2.179 -0.07
H 1.290 -0.786 -1.475 -0.08
H 2.672 -0.231 -0.500 -0.03
H 0.771 1.774 1.666 0.02
H 0.077 3.085 0.944 0.02
C -1.895 -2.542 0.966 -0.12
C -1.303 -1.396 0.283 -0.25
N -0.854 -0.470 -0.251 0.14
H -1.266 -2.814 1.825 0.08
H -1.955 -3.388 0.268 0.08
H -2.903 -2.272 1.314 0.08

---

Entry 2:
14
Properties=species:S:1:pos:R:3:lowdin_charge:R:1 method="wB97M-V/def2-TZVPD" total_charge=+1 energy_ev=-81227.8595 relative_energy_kj_mol=370.1 lumo_ev=-9.27 gap_ev=3.460 e_homo_ev=-12.7
Mg 5.025 -31.771 -0.437 1.14
Br 8.803 -31.878 -0.402 -0.14
C 12.846 -33.447 7.239 -0.12
C 12.416 -34.256 6.034 -0.26
C 12.449 -33.409 4.695 -0.18
C 13.610 -32.567 4.461 -0.23
N 14.564 -31.930 4.209 0.14
H 12.870 -34.073 8.130 0.08
H 12.187 -32.590 7.380 0.08
H 13.852 -33.103 6.997 0.07
H 11.434 -34.689 6.222 0.10
H 13.058 -35.134 5.955 0.10
H 11.604 -32.737 4.845 0.11
H 12.169 -33.982 3.812 0.11

---

Entry 3:
56
Properties=species:S:1:pos:R:3:lowdin_charge:R:1 method="wB97M-V/def2-TZVPD" total_charge=+1 energy_ev=-36747.4368 lumo_ev=-2.04 gap_ev=9.435 e_homo_ev=-11.5
Tl -1.170 0.611 -1.662 0.82
N 1.187 0.725 -0.463 -0.02
C 1.116 -0.183 0.693 -0.31
C 2.359 -0.175 1.604 -0.13
C 2.885 1.181 2.095 -0.17
C 2.188 1.784 3.316 -0.14
N 0.787 2.141 3.073 0.11
C 0.399 3.108 2.264 -0.44
N -0.853 3.133 1.793 0.21
N 1.255 4.078 1.895 0.21
C -0.217 0.012 1.448 -0.65
O -0.245 -0.281 2.651 0.00
O -1.189 0.512 0.797 -0.25
H 1.946 0.462 -1.082 0.09
H 1.348 1.684 -0.173 0.07
H 1.033 -1.190 0.275 0.12
H 3.170 -0.645 1.041 0.12
H 2.154 -0.824 2.456 0.12
H 2.892 1.909 1.279 0.10
H 3.935 1.056 2.370 0.12
H 2.735 2.654 3.686 0.12
H 2.169 1.066 4.134 0.14
H 0.147 1.346 3.184 0.11
H -1.319 2.223 1.731 0.10
H -1.000 3.685 0.959 0.06
H 2.128 4.186 2.381 0.11
H 0.909 4.879 1.397 0.12
C -2.782 6.647 0.058 -0.04
N -3.092 5.538 -0.839 -0.20
C -4.501 5.227 -1.087 -0.02
C -2.195 4.593 -1.037 -0.30
N -1.435 3.736 -1.229 0.12
H -3.296 7.539 -0.295 0.09
H -1.712 6.842 0.039 0.09
H -3.102 6.437 1.082 0.09
H -5.003 6.135 -1.415 0.09
H -4.989 4.849 -0.186 0.10
H -4.573 4.483 -1.876 0.10
N 0.095 -1.944 -1.896 0.10
C 0.207 -3.089 -2.041 -0.25
N 0.331 -4.385 -2.186 -0.10
C -0.712 -5.174 -2.857 -0.13
C -0.951 -6.461 -2.083 -0.18
C 0.358 -7.219 -1.880 -0.20
C 1.388 -6.339 -1.174 -0.18
C 1.617 -5.054 -1.954 -0.14
H -0.377 -5.399 -3.876 0.13
H -1.611 -4.564 -2.924 0.13
H -1.675 -7.072 -2.625 0.12
H -1.391 -6.215 -1.113 0.12
H 0.753 -7.529 -2.854 0.12
H 0.183 -8.129 -1.307 0.11
H 2.338 -6.863 -1.063 0.12
H 1.032 -6.086 -0.172 0.12
H 2.074 -5.277 -2.925 0.13
H 2.272 -4.365 -1.424 0.13